1.
ORCA calculation (ωB97M-V/def2-TZVPD) on 8 unconnected molecules or ions with the total composition C29H61N2O18P3S3 in a non-equilibrium geometry.

As for the structure (SMILES): COP(=O)(OC)OC.COP(=O)(OC)OC.COP(=O)(OC)OC.O=S1(=O)CCCC1.O=S1(=O)CCCC1.O=S1(=O)CCCC1.c1cc[nH]c1.c1cc[nH]c1. The orbital gap is 8.2 eV. The lowest unoccupied orbital energy is 0.1 eV. The value obtained for the HOMO energy is -8.09 eV.

ORCA input file:
```
! RIJCOSX wB97M-V def2-TZVPD def2/J DEFGRID3
* xyz 0 1
C -4.300 -0.754 -0.088
O -5.336 -1.723 -0.048
P -5.581 -2.855 -1.230
O -6.253 -4.071 -0.698
O -6.419 -1.959 -2.321
C -7.599 -1.331 -1.947
O -4.102 -3.141 -1.948
C -2.942 -3.684 -1.280
H -4.681 0.267 -0.077
H -3.576 -0.875 -0.894
H -3.763 -0.779 0.861
H -7.429 -0.614 -1.144
H -8.364 -2.091 -1.784
H -8.009 -0.817 -2.816
H -1.999 -3.145 -1.369
H -2.800 -4.675 -1.711
H -3.070 -3.767 -0.201
C 6.696 0.104 -0.699
O 6.746 1.474 -0.877
P 5.605 2.235 -1.700
O 5.602 1.910 -3.200
O 5.674 3.823 -1.321
C 6.775 4.639 -1.787
O 4.239 1.722 -0.981
C 3.947 1.919 0.390
H 7.684 -0.280 -0.444
H 6.258 -0.497 -1.495
H 6.146 -0.115 0.217
H 6.532 5.695 -1.902
H 7.171 4.350 -2.760
H 7.631 4.630 -1.112
H 3.834 0.985 0.939
H 3.049 2.512 0.563
H 4.827 2.406 0.811
C 2.268 -4.997 -1.454
O 2.770 -4.162 -0.425
P 4.316 -3.711 -0.500
O 5.229 -4.872 -0.534
O 4.346 -2.632 -1.786
C 3.417 -1.569 -1.867
O 4.462 -2.698 0.729
C 5.368 -2.953 1.779
H 2.986 -5.354 -2.192
H 1.483 -4.455 -1.982
H 1.934 -5.929 -0.999
H 3.488 -0.787 -1.111
H 2.463 -2.094 -1.916
H 3.456 -1.088 -2.844
H 6.359 -2.520 1.644
H 5.591 -4.003 1.966
H 5.061 -2.567 2.752
O -2.823 -0.945 2.900
S -3.045 -2.006 3.880
O -3.518 -1.696 5.214
C -3.999 -3.402 3.145
C -3.184 -4.739 3.469
C -2.092 -4.394 4.522
C -1.561 -2.958 4.124
H -3.780 -3.110 2.118
H -5.016 -3.206 3.487
H -3.834 -5.533 3.836
H -2.644 -5.060 2.578
H -1.323 -5.164 4.473
H -2.485 -4.388 5.538
H -0.977 -3.028 3.206
H -0.972 -2.417 4.864
O -1.467 3.585 -1.445
S -2.461 3.066 -0.487
O -2.198 1.959 0.431
C -3.217 4.458 0.497
C -4.645 4.694 -0.036
C -5.111 3.380 -0.534
C -4.009 2.739 -1.394
H -2.525 5.297 0.441
H -3.194 4.044 1.505
H -5.317 5.125 0.706
H -4.695 5.347 -0.907
H -6.029 3.410 -1.121
H -5.361 2.741 0.312
H -3.847 3.430 -2.221
H -4.146 1.741 -1.810
O -1.256 -0.807 -2.524
S -0.151 -0.093 -3.134
O 0.932 -0.787 -3.825
C -0.798 1.264 -4.202
C 0.273 2.365 -4.002
C 1.114 2.202 -2.777
C 0.625 1.040 -1.951
H -1.722 1.553 -3.700
H -1.069 0.922 -5.200
H 0.933 2.626 -4.829
H -0.330 3.253 -3.814
H 1.299 3.074 -2.150
H 2.137 1.987 -3.086
H -0.117 1.429 -1.253
H 1.315 0.483 -1.318
C 1.567 -1.146 1.284
C 0.484 -1.837 0.661
C -0.578 -0.970 0.613
N -0.169 0.157 1.287
C 1.126 0.041 1.705
H 2.594 -1.440 1.444
H 0.551 -2.837 0.258
H -1.587 -1.027 0.232
H -0.810 0.899 1.530
H 1.685 0.849 2.153
C 1.410 3.425 3.902
C 0.287 3.581 3.051
C 0.723 4.200 1.918
N 2.089 4.387 2.027
C 2.534 3.921 3.270
H 1.392 2.850 4.816
H -0.718 3.212 3.192
H 0.250 4.381 0.964
H 2.721 4.760 1.333
H 3.550 4.007 3.625
*
```

Löwdin atomic charge list, values in e, 2 entries: C -0.11; O -0.24

2.
ORCA calculation (ωB97M-V/def2-TZVPD) on C16H13F3N4O2 in the gas phase in a non-equilibrium geometry.

As for the structure (SMILES): CC(C)(C)c1cc(C(=O)/C(C#N)=N/Nc2cc(F)c(F)c(F)c2)no1. The orbital gap is 7.5 eV. The lowest unoccupied orbital energy is -1.4 eV. The value obtained for the HOMO energy is -8.97 eV.

ORCA input file:
```
! RIJCOSX wB97M-V def2-TZVPD def2/J DEFGRID3
* xyz 0 1
C 2.598 -3.550 1.757
C 2.701 -3.017 0.295
C 1.848 -3.789 -0.710
C 4.177 -3.049 -0.253
C 2.202 -1.584 0.352
C 2.935 -0.464 0.257
C 2.036 0.655 0.336
C 2.425 2.081 0.236
O 3.612 2.336 0.018
C 1.479 3.204 0.439
C 1.911 4.489 -0.015
N 2.206 5.543 -0.439
N 0.226 3.030 0.821
N -0.689 4.051 1.016
C -2.061 3.794 1.002
C -2.594 2.503 0.867
C -3.955 2.286 0.893
F -4.501 1.036 0.833
C -4.839 3.381 1.060
F -6.171 3.182 1.149
C -4.322 4.676 1.162
F -5.183 5.691 1.379
C -2.925 4.911 1.158
N 0.817 0.155 0.506
O 0.881 -1.289 0.594
H 3.118 -2.863 2.438
H 1.546 -3.575 2.070
H 3.067 -4.524 1.820
H 1.826 -3.410 -1.708
H 2.208 -4.824 -0.728
H 0.809 -3.826 -0.344
H 4.871 -2.545 0.428
H 4.484 -4.122 -0.350
H 4.205 -2.599 -1.255
H 4.010 -0.459 0.135
H -0.384 5.020 0.847
H -1.951 1.637 0.771
H -2.515 5.940 1.272
*
```

Löwdin atomic charge list, values in e, 2 entries: C -0.02; C -0.52

3.
ORCA calculation (ωB97M-V/def2-TZVPD) on a molecular structure, C7H12N3O2 in a non-equilibrium geometry.

The orbital gap is 8.2 eV. The lowest unoccupied orbital energy is -4.7 eV. The value obtained for the HOMO energy is -12.94 eV.

ORCA input file:
```
! RIJCOSX wB97M-V def2-TZVPD def2/J DEFGRID3
* xyz 1 1
C 1.309 -0.290 -0.043
C 0.515 0.637 0.529
C 2.478 0.193 0.765
C 1.450 1.225 1.467
C 2.226 -2.233 -1.237
C -1.840 -0.377 0.854
C -1.769 0.874 -1.212
N -1.999 2.058 0.786
N 1.215 -1.322 -0.890
N -1.455 0.913 0.246
O 3.616 0.076 1.010
O 1.383 1.916 2.433
H 2.547 -2.034 -2.219
H 3.165 -2.135 -0.609
H 1.934 -3.243 -1.273
H -1.769 -0.395 2.030
H -2.867 -0.544 0.579
H -1.209 -1.076 0.317
H -1.237 0.064 -1.604
H -2.743 0.640 -1.313
H -1.574 1.785 -1.771
H -2.418 1.960 1.727
H -1.271 2.802 0.787
H 0.313 -1.492 -1.357
*
```

Löwdin atomic charge list, values in e, 2 entries: C -0.15; C 0.15

4.
ORCA calculation (ωB97M-V/def2-TZVPD) on C5H12N2O3 in the gas phase.

The orbital gap is 8.5 eV. The lowest unoccupied orbital energy is 0.4 eV. The value obtained for the HOMO energy is -8.09 eV.

ORCA input file:
```
! RIJCOSX wB97M-V def2-TZVPD def2/J DEFGRID3
* xyz 0 1
C 0.622 0.210 0.386
C 1.232 0.173 -2.638
C -0.126 -1.855 -0.759
C 0.166 0.345 2.755
N 0.777 -0.741 -0.518
N -0.318 0.038 1.408
C -1.302 1.038 0.840
O 1.760 -0.522 -1.486
O -2.244 0.248 0.093
O -1.698 1.992 1.528
H -2.981 0.853 -0.060
H 1.450 0.914 0.460
H -0.501 1.398 -0.113
H 0.786 1.125 -2.345
H 0.498 -0.439 -3.166
H 2.096 0.341 -3.276
H -0.810 -1.624 -1.577
H 0.476 -2.731 -0.994
H -0.710 -1.999 0.144
H 0.931 -0.382 3.033
H 0.567 1.362 2.840
H -0.669 0.257 3.444
*
```

Löwdin atomic charge list, values in e, 2 entries: C -0.11; C -0.04

5.
ORCA calculation (ωB97M-V/def2-TZVPD) on a molecular structure, C24H19AsN3O8STi.

The orbital gap is 6.7 eV. The lowest unoccupied orbital energy is -4.1 eV. The value obtained for the HOMO energy is -10.78 eV.

ORCA input file:
```
! RIJCOSX wB97M-V def2-TZVPD def2/J DEFGRID3
* xyz 1 1
Ti 0.564 0.275 -0.343
C 1.951 3.168 -0.975
O 0.735 2.389 -0.961
C -0.339 2.856 -1.709
C -0.304 3.964 -2.529
C -1.467 4.317 -3.209
C -2.632 3.580 -3.060
C -2.658 2.472 -2.226
C -1.503 2.105 -1.560
N -1.372 1.007 -0.675
N -2.430 0.620 -0.091
C -2.330 -0.124 1.030
C -1.181 -0.006 1.850
O -0.083 0.550 1.402
C -1.244 -0.399 3.209
C -2.370 -0.981 3.688
C -3.535 -1.182 2.882
C -4.687 -1.798 3.404
C -5.803 -1.961 2.623
C -5.797 -1.512 1.295
C -4.680 -0.916 0.761
C -3.533 -0.737 1.548
H 1.723 4.183 -0.658
H 2.388 3.155 -1.972
H 2.629 2.700 -0.270
H 0.595 4.551 -2.645
H -1.455 5.182 -3.857
H -3.526 3.872 -3.592
H -3.558 1.890 -2.082
H -0.358 -0.270 3.813
H -2.398 -1.320 4.717
H -4.679 -2.139 4.432
H -6.687 -2.433 3.029
H -6.680 -1.640 0.683
H -4.675 -0.583 -0.268
O -0.240 -4.104 -0.520
As 0.645 -2.863 0.320
O 0.303 -2.806 1.891
O 0.100 -1.429 -0.549
C 2.397 -3.141 -0.439
C 2.663 -4.433 -0.874
C 3.895 -4.750 -1.435
C 4.871 -3.781 -1.567
C 4.623 -2.484 -1.136
C 3.395 -2.166 -0.580
S 3.192 -0.495 -0.048
O 4.464 0.059 0.247
O 2.161 -0.519 1.011
O 2.448 0.246 -1.145
H -0.939 -4.444 0.057
H 1.902 -5.194 -0.778
H 4.085 -5.763 -1.761
H 5.833 -4.028 -1.994
H 5.385 -1.721 -1.209
N 0.169 -0.093 -3.881
C 0.294 0.154 -2.763
H 0.064 -0.308 -4.853
*
```

Löwdin atomic charge list, values in e, 2 entries: Ti 1.10; C 0.00

6.
ORCA calculation (ωB97M-V/def2-TZVPD) on a molecular structure, C28H20F15GeIN2PdSSe3 in a non-equilibrium geometry.

The orbital gap (alpha / beta) is 8.0 / 5.3 eV. The lowest unoccupied orbital energy (alpha / beta) is -4.9 / -8.4 eV. Its expectation value of S² is 6.037. The value obtained for the HOMO energy (alpha / beta) is -12.92 / -13.75 eV.

ORCA input file:
```
! RIJCOSX wB97M-V def2-TZVPD def2/J DEFGRID3
* xyz 2 5
Pd -1.779 1.307 2.366
C -4.190 2.159 0.294
Se -3.968 2.668 2.133
C -5.120 1.228 3.053
C -4.604 1.017 4.454
Se -2.680 1.338 4.624
C -2.271 -0.585 4.881
H -3.830 1.134 0.110
H -3.541 2.875 -0.243
H -5.195 2.368 -0.074
H -5.075 0.343 2.366
H -6.100 1.668 2.993
H -4.707 -0.009 4.842
H -5.069 1.797 5.143
H -2.800 -0.870 5.790
H -1.171 -0.764 4.927
H -2.594 -1.216 4.058
C 3.453 -3.924 -0.315
N 4.523 -3.115 0.210
C 5.848 -3.118 -0.135
C 6.485 -2.162 0.591
N 5.559 -1.522 1.373
C 5.730 -0.353 2.265
C 4.319 -2.116 1.146
Se 2.830 -1.922 2.170
H 2.745 -4.169 0.484
H 3.853 -4.892 -0.709
H 2.875 -3.388 -1.051
H 6.312 -3.824 -0.769
H 7.490 -1.911 0.514
H 6.235 0.480 1.785
H 6.280 -0.669 3.151
H 4.703 -0.050 2.531
F 0.685 -1.209 -3.566
C 1.655 -0.828 -2.665
C 1.358 0.174 -1.725
C 2.466 0.787 -1.081
F 2.206 1.752 -0.154
C 3.774 0.378 -1.277
F 4.791 0.807 -0.512
C 3.986 -0.690 -2.137
F 5.247 -1.255 -2.258
C 2.923 -1.359 -2.737
F 3.170 -2.519 -3.365
Ge -0.569 0.360 -1.184
S -0.837 -0.221 0.987
C -1.280 2.117 -1.915
C -1.802 2.205 -3.244
F -1.789 1.148 -4.069
C -1.917 3.475 -3.871
F -2.494 3.608 -5.129
C -1.465 4.617 -3.251
F -1.536 5.834 -3.870
C -1.057 4.586 -1.916
F -0.818 5.701 -1.216
C -1.092 3.349 -1.294
F -0.830 3.366 0.090
C -1.694 -1.200 -1.930
C -1.184 -2.474 -2.128
F 0.039 -2.854 -1.609
C -1.936 -3.506 -2.659
F -1.454 -4.755 -2.801
C -3.265 -3.303 -2.897
F -4.060 -4.315 -3.299
C -3.834 -2.010 -2.770
F -5.143 -1.881 -2.908
C -3.049 -1.037 -2.226
F -3.684 0.094 -1.873
I 0.903 1.694 4.499
C -0.394 2.802 3.113
H -0.807 3.640 3.608
H 0.240 3.117 2.282
*
```

Löwdin atomic charge list, values in e, 2 entries: Pd 0.21; C -0.37

7.
ORCA calculation (ωB97M-V/def2-TZVPD) on C4H7N in the gas phase in a non-equilibrium geometry.

As for the structure (SMILES): C=N/C=C/C. The orbital gap is 9.6 eV. The lowest unoccupied orbital energy is 0.8 eV. The value obtained for the HOMO energy is -8.75 eV.

ORCA input file:
```
! RIJCOSX wB97M-V def2-TZVPD def2/J DEFGRID3
* xyz 0 1
C 0.800 2.235 -0.669
N 1.488 1.117 -0.489
C 0.855 -0.061 0.083
C -0.225 -0.762 -0.404
C -0.972 -1.700 0.539
H -0.364 2.262 -0.512
H 1.267 3.238 -0.660
H 1.144 -0.235 1.118
H -0.685 -0.310 -1.355
H -0.677 -1.531 1.569
H -2.038 -1.610 0.566
H -0.592 -2.643 0.215
*
```

Löwdin atomic charge list, values in e, 2 entries: C -0.05; N -0.04

8.
ORCA calculation (ωB97M-V/def2-TZVPD) on a molecular structure, C26H30BN9NaOS2.

The orbital gap (alpha / beta) is 5.9 / 5.7 eV. The lowest unoccupied orbital energy (alpha / beta) is 1.8 / 1.7 eV. The value obtained for the HOMO energy (alpha / beta) is -4.05 / -4.04 eV.

ORCA input file:
```
! RIJCOSX wB97M-V def2-TZVPD def2/J DEFGRID3
* xyz -1 1
Na -0.857 -0.530 0.785
C 1.919 -1.120 -4.861
C 1.051 -0.060 -4.187
C 0.703 1.070 -5.162
C 1.745 0.486 -2.977
C 3.096 0.742 -2.754
C 3.169 1.284 -1.479
N 1.951 1.337 -0.938
N 1.107 0.854 -1.865
B 1.701 1.900 0.561
N 2.154 0.817 1.539
C 3.260 0.884 2.304
C 3.412 -0.323 2.941
C 2.326 -1.098 2.496
N 1.570 -0.407 1.645
C 2.051 -2.528 2.864
C 2.572 -3.474 1.776
C 0.576 -2.784 3.145
N 0.301 2.457 0.833
C -0.022 3.766 0.915
C -1.364 3.868 1.187
C -1.807 2.527 1.262
N -0.802 1.696 1.049
C -3.197 1.998 1.481
C -3.719 2.369 2.869
C -4.146 2.483 0.385
H 1.356 -1.602 -5.661
H 2.230 -1.892 -4.156
H 2.815 -0.679 -5.306
H 0.128 -0.534 -3.843
H 1.606 1.605 -5.469
H 0.012 1.779 -4.708
H 0.235 0.653 -6.056
H 3.911 0.544 -3.428
H 4.016 1.634 -0.913
H 2.482 2.818 0.644
H 3.848 1.787 2.336
H 4.182 -0.611 3.639
H 2.613 -2.716 3.785
H 2.038 -3.293 0.840
H 2.408 -4.517 2.058
H 3.638 -3.327 1.596
H -0.016 -2.676 2.238
H 0.177 -2.093 3.889
H 0.422 -3.803 3.504
H 0.731 4.524 0.777
H -1.940 4.769 1.317
H -3.144 0.908 1.413
H -3.772 3.456 2.981
H -3.067 1.982 3.654
H -4.720 1.963 3.025
H -4.285 3.567 0.448
H -5.123 2.009 0.490
H -3.754 2.246 -0.605
S -2.633 -2.491 1.053
C -1.478 -3.505 0.254
C -1.189 -4.779 0.795
C -0.185 -5.594 0.312
C 0.074 -6.857 0.964
N 0.274 -7.863 1.485
C 0.590 -5.181 -0.783
C 0.291 -3.965 -1.374
C -0.731 -3.127 -0.913
S -1.075 -1.651 -1.797
C 1.675 -5.981 -1.291
N 2.544 -6.605 -1.715
H -1.763 -5.102 1.653
H 0.873 -3.641 -2.227
O -1.063 1.215 -2.299
N -0.383 0.768 -1.447
*
```

Löwdin atomic charge list, values in e, 2 entries: Na 0.09; C -0.06

Number 1: electronic energy -131272.9117 eV. Number 2: electronic energy -35006.7948 eV. Number 3: electronic energy -16006.6427 eV. Number 4: electronic energy -14497.4926 eV. Number 5: electronic energy -140831.8998 eV. Number 6: electronic energy -348051.2208 eV. Number 7: electronic energy -5749.0449 eV. Number 8: electronic energy -69673.6205 eV.